{"formula": "CH9N3", "method": "ωB97M-V/def2-TZVPD", "elements": ["N", "C", "N", "H", "H", "H", "H", "H", "H", "N", "H", "H", "H"], "coordinates": [[-0.08172, -0.37681, -0.17672], [-0.80073, -0.54074, -1.39955], [-2.01167, 0.29935, -1.54231], [0.77333, 0.12983, -0.20580], [-0.63814, -0.11512, 0.61163], [-0.14002, -0.34550, -2.25098], [-1.02063, -1.60280, -1.57027], [-2.63686, -0.26272, -2.11399], [-2.42476, 0.38841, -0.61523], [2.03049, 0.77605, 2.33263], [1.72803, -0.15880, 2.09306], [2.55425, 0.67355, 3.19628], [2.66842, 1.13528, 1.64124]], "lowdin_charge": [0.0024, -0.3944, -0.0125, 0.0427, 0.0557, 0.1025, 0.0914, 0.0557, 0.0519, 0.0062, -0.0065, 0.0056, -0.0007], "smiles": "NCN.N", "gap_ev": 9.9, "energy_ev": -5652.90593}